Entry from the OMol25 dataset: a single C2H4N4O2 molecule in a non-equilibrium geometry (wB97M-V/def2-TZVPD).

Bonds (Å) are listed after each position.
Atoms and positions in Å:
1 C 1.02 0.23 -0.80  N8 1.435, N9 1.239, O12 1.438
2 C -1.08 0.43 -0.02  N7 1.408, N10 1.235, O12 1.452
3 H -1.46 -0.80 2.15  O11 1.173
4 H 1.21 -1.77 -0.34  N8 1.069
5 H 3.11 0.25 -1.12  N9 1.103
6 H -1.95 1.91 0.53  N10 0.972
7 N -0.78 -0.94 0.14  C2 1.408, N8 1.481, O11 1.462
8 N 0.46 -1.08 -0.65  C1 1.435, H4 1.069, N7 1.481
9 N 2.12 0.73 -1.09  C1 1.239, H5 1.103
10 N -2.07 0.94 0.51  C2 1.235, H6 0.972
11 O -0.46 -1.00 1.57  H3 1.173, N7 1.462
12 O -0.12 1.11 -0.88  C1 1.438, C2 1.452

Values from the calculation:
SMILES string: [H]/N=c1\o/c(=N/[H])[nH]n1O
Electronic energy (hartree): -447.9630
Highest occupied orbital energy (eV): -9.77
Relative energy (zero: lowest compared OMol25 entry of this formula, charge and spin) (eV): 3.793
HOMO-LUMO gap (eV): 10.338

Löwdin population analysis, charges in e, atoms 1 to 4: number 1, C, carries -0.4789; number 2, C, carries -0.4382; number 3, H, carries 0.2391; number 4, H, carries 0.1718